{
  "formula": "C16H48O8",
  "method": "the ωB97M-V functional and the def2-TZVPD basis",
  "species": ["H", "H", "H", "O", "H", "C", "C", "H", "O", "H", "H", "H", "H", "C", "H", "H", "C", "H", "H", "C", "H", "H", "O", "C", "H", "H", "H", "H", "H", "H", "H", "C", "H", "H", "O", "H", "H", "H", "H", "C", "O", "H", "O", "H", "C", "H", "H", "H", "C", "H", "C", "C", "C", "H", "C", "H", "H", "C", "C", "H", "H", "H", "H", "H", "H", "O", "H", "H", "H", "H", "O", "H"],
  "coordinates": [[22.0046, -8.1229, 7.9959], [20.6379, -2.6129, 8.4998], [23.6304, 0.5260, 9.6912], [21.0008, -0.0748, 6.6485], [21.3904, -2.7545, 4.1508], [25.2727, 2.7723, 5.4254], [22.9690, 1.1688, 11.6789], [25.4277, 3.1451, 4.4129], [25.1839, 0.6438, 10.8916], [17.6121, 2.5964, 10.1639], [25.6372, -4.8853, 8.3284], [14.7200, -5.7276, 6.7534], [19.4103, -1.9659, 7.4890], [15.0711, -4.6958, 6.7346], [24.9898, 3.5044, 6.1817], [20.7482, -0.1370, 5.7244], [24.2718, 1.5898, 5.2800], [26.2354, 2.3422, 5.7017], [16.2965, 1.8784, 9.1701], [16.5313, -4.6612, 6.8292], [24.7399, -2.8005, 10.4419], [18.8244, -1.3319, 3.0661], [16.9752, -3.2966, 7.1083], [21.6066, -1.2814, 7.1905], [18.1221, 0.6369, 7.8706], [16.8808, -5.3417, 7.6057], [20.2407, 0.6660, 8.7179], [24.2191, 2.1708, 10.0677], [14.5828, -4.0750, 7.4858], [21.9785, 1.5584, 11.4441], [20.5376, -3.1783, 6.8901], [17.2668, 1.7073, 9.6362], [17.0037, -5.1414, 5.9723], [20.3620, -5.7166, 6.6771], [23.9925, 1.0835, 6.5724], [22.8372, 0.1724, 12.1009], [22.5792, -6.6938, 7.0603], [20.3413, -1.2918, 2.1542], [20.5056, 0.2585, 3.3735], [25.5909, -2.5400, 9.8127], [24.9022, -4.2725, 8.4053], [23.2951, 1.7111, 12.5664], [21.6323, -8.1085, 6.0124], [24.7760, 0.8157, 4.7014], [20.5349, -6.5183, 7.3951], [23.1221, 0.6812, 6.6176], [22.3979, -1.7930, 6.6426], [17.8925, -3.2677, 6.8267], [23.9626, 1.1965, 10.4837], [21.9948, -0.8110, 8.0939], [20.3762, -2.7775, 3.7520], [18.3904, 1.3843, 8.6172], [21.7689, -7.4078, 7.2077], [18.6772, 2.3340, 8.1657], [20.4580, -2.2665, 7.4821], [25.8125, 0.7134, 10.1694], [20.5869, -5.9981, 8.3516], [25.3941, -2.9615, 8.3128], [19.8984, -1.5078, 3.1265], [26.3421, -3.2515, 10.1556], [19.6206, -7.0930, 7.5427], [23.3805, 1.8522, 4.7100], [26.3760, -2.9388, 7.8403], [24.7097, -2.3660, 7.7085], [14.6295, -4.2328, 5.8522], [20.3093, -0.4481, 3.9930], [20.3215, -3.4830, 2.9229], [26.0109, -1.5476, 9.9769], [21.0553, -8.8310, 6.2705], [17.1713, 0.7928, 10.2216], [19.5676, 0.8948, 9.3630], [19.7710, -3.0769, 4.6077]],
  "relative_energy_kcal_mol": 93.5,
  "smiles": "CCO.CCO.CCO.CCO.CCO.CCO.CCO.CCO",
  "charge": 0,
  "gap_ev": 10.05
}


{
  "formula": "C5H9ClN4O2",
  "method": "the ωB97M-V functional and the def2-TZVPD basis",
  "species": ["H", "O", "C", "N", "C", "H", "C", "H", "H", "H", "H", "C", "H", "N", "Cl", "N", "N", "H", "H", "C", "O"],
  "coordinates": [[0.8258, 1.2084, -1.8089], [2.4193, -1.0931, 0.6823], [-0.0350, 0.0657, -0.1902], [-1.3550, -2.7849, -0.8504], [-2.4696, 0.3854, 0.2579], [-1.0755, 1.8214, 0.3763], [-1.9622, -1.8906, -0.4605], [-0.0277, -1.0340, 0.2010], [3.0601, 1.5508, 1.8742], [-3.6621, -1.3036, 0.1058], [3.2772, -1.2866, 0.9667], [0.4343, 0.1782, -1.6455], [-0.1818, -0.2392, -2.3493], [-1.2838, 0.8315, 0.0793], [-3.7719, 1.3586, 0.7055], [-2.7864, -0.8654, -0.0224], [2.1511, 0.1836, 0.9306], [0.8369, 1.8468, 0.8595], [1.3230, -0.4663, -1.7547], [1.0459, 0.7560, 0.5999], [3.2374, 0.7770, 1.4428]],
  "s2": 2.01,
  "charge": 2,
  "spin_multiplicity": 3,
  "gap_ev": [8.43, 6.39]
}


{
  "formula": "C13H10F4N2O2",
  "method": "the ωB97M-V functional and the def2-TZVPD basis",
  "species": ["C", "H", "H", "N", "O", "C", "C", "H", "C", "C", "H", "C", "F", "C", "F", "H", "C", "H", "H", "C", "O", "H", "F", "C", "C", "C", "H", "F", "C", "H", "N"],
  "coordinates": [[3.0865, 0.6678, 2.0777], [0.1845, 0.8889, 0.1839], [-3.1602, 1.2680, -3.9259], [4.3958, 0.2731, 1.6896], [0.7948, 1.3014, 4.5317], [2.2086, 1.4397, 1.1078], [-1.1673, 0.1839, 2.5469], [4.3997, -0.7389, 1.8163], [2.5988, 0.3985, 3.2678], [-2.6882, -0.7975, -4.3184], [-1.7183, 0.0316, 0.4689], [-1.3331, 0.6341, -2.9914], [-0.7294, -1.5760, 1.0214], [1.1839, 0.8560, 3.5113], [-1.0502, -0.6938, 3.5732], [4.4571, 0.3803, 0.6765], [0.7568, 0.9939, 1.1009], [-1.1119, 1.5954, -2.5390], [3.1655, -0.1149, 4.0378], [-1.6407, -0.6353, 1.3371], [2.6105, 2.3311, 0.4495], [-3.5627, -0.9820, -4.9298], [-2.7743, -1.2925, 1.5861], [-0.6679, -1.5212, -3.2891], [0.2687, 0.7061, 2.2910], [-1.7703, -1.8072, -4.0803], [0.0736, -2.2824, -3.0726], [-1.9998, 1.1615, 2.8752], [-2.4686, 0.4526, -3.7630], [-1.9058, -2.7957, -4.4974], [-0.4360, -0.3267, -2.7438]],
  "smiles": "NC1=CC(=O)C(C(F)(F)C(F)F)=CC1=O.c1ccncc1",
  "charge": 0,
  "gap_ev": 8.93
}


{
  "formula": "C4H5NO",
  "method": "the ωB97M-V functional and the def2-TZVPD basis",
  "species": ["H", "N", "H", "O", "C", "C", "H", "H", "C", "H", "C"],
  "coordinates": [[0.7661, -2.1404, 0.1409], [0.7772, 1.1865, 0.5137], [-1.2689, -1.3568, -0.7386], [-0.6166, 1.4724, -1.2152], [0.4532, -1.2838, 0.7244], [0.3083, 2.0047, -0.3570], [-1.0564, -1.9434, -0.1426], [0.5096, 3.0629, -0.4582], [0.1970, -0.0346, 0.1477], [0.6890, -1.3372, 1.7883], [-0.7953, 0.1927, -0.8201]],
  "relative_energy_kcal_mol": 138.7,
  "charge": 0,
  "gap_ev": 7.59
}


{
  "formula": "C11H23MnN5O6",
  "method": "the ωB97M-V functional and the def2-TZVPD basis",
  "species": ["N", "H", "H", "H", "H", "O", "H", "N", "H", "C", "H", "C", "C", "N", "H", "O", "C", "H", "C", "C", "Mn", "O", "N", "C", "H", "N", "H", "C", "H", "O", "H", "C", "H", "C", "H", "H", "H", "O", "H", "O", "H", "H", "H", "H", "C", "H"],
  "coordinates": [[0.4458, -0.2504, -1.9398], [-0.3240, -4.5881, -1.1671], [4.3042, -1.2649, -1.4649], [-1.8330, -1.3672, -1.6257], [2.0767, 3.9813, 1.6709], [-1.2683, -1.5581, -0.8090], [-3.9089, 2.7514, 0.2640], [1.5758, -0.5009, 0.3228], [-0.9225, -3.4337, 1.0832], [-2.6445, 1.1157, 0.5546], [0.5518, 4.7799, 1.1755], [2.3955, -0.7121, -0.7365], [2.2369, -1.1696, -3.2986], [0.5213, 1.9264, -0.1629], [-1.5499, 0.3789, -2.3145], [2.1592, -0.1764, 1.4382], [-2.4311, 1.4473, 3.1039], [0.4294, -3.0378, 2.1110], [3.8087, -1.0818, -0.5074], [0.9158, 2.9256, 0.3095], [-0.2935, 0.0354, -0.2842], [0.0956, 0.3227, 2.6579], [-0.7962, 0.2065, 1.6378], [1.3987, 4.1710, 0.8256], [-0.6290, -3.0189, -0.7358], [-1.9636, 0.7878, -0.5343], [0.8650, -4.1230, 0.5992], [-1.9424, 0.8946, 1.8113], [1.6881, -0.6577, -4.0862], [-2.4577, 0.7078, -1.7935], [0.9993, 0.1061, 2.2367], [1.7209, -0.6737, -2.0039], [2.0094, -2.2404, -3.4435], [-3.9916, 1.6616, 0.3510], [-1.6356, 1.5074, 3.8661], [1.9305, 4.7025, 0.0261], [-4.5921, 1.3287, 1.2032], [-0.2838, -0.0506, -2.9971], [4.3526, -0.2267, -0.0790], [0.0647, -3.7280, -0.9536], [-4.3458, 1.3170, -0.6247], [3.9056, -1.9887, 0.1270], [-3.3175, 0.8849, 3.4458], [3.3083, -0.9728, -3.3659], [0.1855, -3.5835, 1.1979], [-2.8145, 2.4641, 2.9090]],
  "s2": 6.12,
  "charge": 1,
  "spin_multiplicity": 5,
  "gap_ev": [5.53, 6.02]
}


{
  "formula": "C14H23NO4S",
  "method": "the ωB97M-V functional and the def2-TZVPD basis",
  "species": ["C", "H", "H", "H", "C", "H", "O", "H", "H", "H", "H", "C", "H", "C", "C", "N", "C", "C", "H", "H", "H", "H", "H", "H", "S", "O", "H", "C", "H", "H", "C", "H", "H", "H", "C", "C", "O", "H", "H", "C", "C", "C", "O"],
  "coordinates": [[-2.9968, 2.3491, -5.3961], [-0.3610, 1.5919, -1.8512], [-2.8064, -1.9460, 2.7655], [2.4216, -1.7815, 4.5964], [0.7236, -0.8498, -0.3223], [-4.0528, 2.5671, -5.5424], [-2.7783, 2.3352, -4.0092], [4.7573, -0.0587, 3.3657], [1.9986, 0.5270, -1.3395], [-2.3926, 3.1231, -5.8858], [-1.1001, 1.1380, -4.1823], [1.2600, -0.9968, 0.9574], [-1.4233, -2.7743, 3.5049], [2.6465, 0.1945, 3.7571], [1.6483, -0.5002, -1.4476], [-2.2061, 0.6952, -1.7395], [-1.4403, 2.0445, -3.6648], [-1.7667, -1.8417, 3.0603], [-3.1386, 0.7606, -2.1236], [1.1486, -0.6061, -2.4039], [2.9313, -1.7842, 2.8973], [4.3293, -0.1163, 5.0753], [-2.4930, -1.4868, 0.4339], [2.5218, -1.1497, -1.4284], [-1.5740, -0.8436, -1.9889], [-2.6930, -1.7380, -1.9568], [2.3247, -0.8602, 1.0674], [-1.3854, 1.8090, -2.1543], [-0.7827, 2.8826, -3.9446], [2.4360, 0.7044, 2.8151], [-1.4398, -1.3456, 0.6149], [-1.6828, -1.0694, 3.8231], [-1.7388, 2.7034, -1.6332], [4.3525, 1.4282, 4.2236], [4.1125, 0.3726, 4.1285], [0.4706, -1.3129, 2.0533], [-0.7341, -0.8803, -3.1609], [-2.7556, 1.3778, -5.8445], [2.0103, 0.6414, 4.5233], [-0.9164, -1.4938, 1.8805], [-0.6401, -1.0308, -0.4749], [2.2843, -1.2869, 3.6302], [0.9208, -1.4919, 3.3208]],
  "relative_energy_kcal_mol": 0.0,
  "smiles": "CCCOc1cc(C)c(S(=O)(=O)NCCOC)cc1C",
  "charge": 0,
  "gap_ev": 9.44
}


{
  "formula": "C29H35Cl8F7O24",
  "method": "the ωB97M-V functional and the def2-TZVPD basis",
  "species": ["Cl", "C", "H", "H", "O", "C", "O", "C", "O", "H", "O", "O", "O", "H", "C", "F", "H", "C", "H", "H", "C", "O", "C", "H", "H", "C", "C", "C", "C", "Cl", "F", "H", "O", "H", "Cl", "H", "C", "H", "O", "H", "Cl", "C", "H", "H", "C", "C", "H", "C", "H", "H", "H", "F", "H", "Cl", "C", "H", "F", "H", "C", "C", "O", "H", "F", "C", "O", "C", "O", "C", "O", "O", "Cl", "O", "O", "H", "C", "H", "C", "H", "H", "C", "O", "Cl", "O", "O", "C", "O", "F", "O", "H", "H", "O", "H", "F", "C", "Cl", "H", "C", "O", "O", "C", "H", "H", "H"],
  "coordinates": [[2.6344, 37.8701, -4.9712], [1.9509, 30.8646, -2.2218], [5.0836, 32.2663, 10.5568], [10.9603, 28.8004, -5.7636], [2.6570, 32.9176, 9.6624], [-2.3828, 27.2786, 8.0037], [11.5010, 33.6970, -10.8330], [6.9231, 36.6121, 0.5806], [1.4776, 31.9549, 11.3394], [7.0405, 21.1780, -3.5915], [4.0370, 24.6310, 6.8543], [5.9907, 25.4882, 7.5293], [13.6385, 34.3404, -11.3025], [5.4724, 21.5199, -2.8228], [5.5818, 37.5789, 2.1683], [3.4766, 31.8076, 7.8594], [0.5796, 23.8702, -8.0176], [6.9997, 37.7229, 2.5205], [4.9009, 37.2223, 2.9411], [2.3387, 28.9147, -1.5019], [13.5987, 29.9602, -4.6028], [5.6754, 36.7164, 1.0668], [-8.0308, 27.0299, -0.0628], [4.4646, 25.3544, 4.9689], [1.3921, 22.7983, -6.7892], [4.5228, 31.6910, 9.8201], [0.4578, 23.2378, -7.1383], [-7.2305, 26.4728, 2.0432], [4.0669, 37.3774, -5.9033], [5.3658, 38.5541, -5.8587], [6.4783, 26.1632, 5.5434], [4.4038, 33.4920, 8.6056], [-6.1744, 26.3712, 1.2609], [-6.2277, 25.8748, -0.6682], [-0.8154, 22.0224, -7.2877], [7.7015, 23.3127, -2.6641], [3.8114, 30.6638, -3.4643], [4.3060, 29.8586, 0.1670], [7.7179, 37.3536, 1.3557], [-4.4400, 34.2821, 3.3366], [-3.5756, 28.1181, 8.9590], [10.4001, 34.3694, -10.1478], [-8.6388, 26.2917, -0.5859], [4.4654, 36.4611, -5.4679], [11.0665, 35.4698, -9.3620], [-3.8248, 35.0172, 2.8177], [-1.5342, 27.0990, 8.6639], [-6.5333, 26.7184, -0.0493], [3.2591, 31.2295, 0.2390], [-4.2227, 36.0320, 2.8209], [6.9228, 24.2776, 5.9841], [11.0885, 34.8877, -8.1988], [-2.8889, 26.3916, 7.6226], [-1.7349, 28.2250, 6.5874], [7.7501, 20.8104, -0.7875], [7.2315, 38.7242, 2.8836], [-5.8536, 27.7873, -0.4856], [10.8388, 30.3087, -3.9601], [3.8249, 32.6283, 8.9328], [4.8077, 25.0395, 7.9473], [7.2674, 35.9113, -0.3425], [1.7405, 31.6823, -1.5325], [6.1947, 23.3655, -1.4039], [2.8426, 29.8810, -1.4810], [4.5756, 30.8760, -4.3993], [2.4313, 32.0013, 10.5966], [2.6761, 31.2678, -3.3903], [12.5638, 34.4970, -10.7586], [12.2939, 35.6352, -10.0549], [3.4297, 31.0759, 10.5395], [-2.2850, 35.1027, 3.6969], [14.7898, 30.2323, -4.6269], [-7.2097, 26.1693, 3.2376], [9.5474, 34.6878, -10.7475], [11.8178, 28.7312, -5.0942], [9.9544, 33.6465, -9.4645], [7.1459, 22.6466, -2.0040], [12.0420, 27.6760, -4.9384], [5.2535, 38.4998, 1.6863], [6.2104, 25.0691, 6.2168], [12.8120, 30.0051, -3.5226], [-0.0690, 24.5031, -5.9498], [12.9488, 29.4181, -5.6147], [8.0622, 22.1278, -1.0658], [11.5379, 29.4892, -3.7935], [6.8395, 20.3892, -1.5836], [7.3171, 36.8095, 3.4775], [8.2884, 20.2057, 0.1085], [4.9002, 23.6481, 5.1900], [10.4572, 36.3681, -9.2629], [4.4919, 24.9481, 9.1352], [3.6840, 37.1442, -6.8969], [11.1410, 28.7441, -2.6908], [4.8266, 24.6165, 5.6849], [-3.4542, 34.3765, 1.2354], [5.1281, 30.9465, 9.3030], [6.5372, 21.3703, -2.6440], [4.0712, 29.9931, -2.2840], [-8.3228, 26.8684, 1.3218], [3.2871, 30.1789, -0.0503], [2.5365, 29.6812, 0.5638], [-8.3753, 27.9515, -0.5320], [0.9617, 30.4528, -2.4217]],
  "relative_energy_kcal_mol": 120.8,
  "smiles": "O=C1OC[C@@H](F)O1.O=C1OC[C@@H](F)O1.O=C1OC[C@@H](F)O1.O=C1OC[C@@H](F)O1.O=C1OC[C@@H](F)O1.O=C1OC[C@@H](F)O1.O=C1OC[C@@H](F)O1.C[C@H]1COC(=O)O1.ClCCl.ClCCl.ClCCl.ClCCl",
  "charge": 0,
  "gap_ev": 10.74
}


{
  "formula": "C2H8N4O",
  "method": "the ωB97M-V functional and the def2-TZVPD basis",
  "species": ["N", "N", "H", "H", "H", "N", "H", "H", "C", "C", "H", "H", "H", "N", "O"],
  "coordinates": [[1.3166, -0.7509, -0.6984], [-0.9707, 0.3424, 0.7578], [1.8223, -2.5904, -0.5415], [-1.7865, -0.2833, -0.8571], [-1.2023, 1.1804, 1.3299], [0.4129, 1.3903, -0.5979], [3.5545, -2.3538, 0.6313], [0.2569, 2.3744, -0.8085], [1.2896, 0.5219, -0.9615], [2.1208, -1.6289, -0.3075], [-2.3002, -0.9770, 0.5060], [-3.0432, 0.6413, 0.2847], [2.1306, 0.8237, -1.7193], [-2.1585, 0.0230, 0.1253], [3.2966, -1.4871, 0.3185]],
  "relative_energy_kcal_mol": 112.3,
  "charge": 2,
  "gap_ev": [7.90, 8.52]
}


Electronic energy / eV: -33746.4461, -27881.8406, -31586.4547, -7760.5108, -62819.1053, -35405.6730, -198979.4883, -10187.9231